{"formula": "C67H144F3N6O3S", "method": "ωB97M-V with the def2-TZVPD basis set", "de_lowest_kj_mol": 212.10, "orbital_gap_ha": 0.3582, "total_charge": 5, "e_lumo_ev": -8.154, "homo_ev": -17.90, "elements": ["S", "F", "F", "F", "O", "O", "O", "N", "N", "N", "N", "N", "N", "C", "C", "C", "C", "C", "C", "C", "C", "C", "C", "C", "C", "C", "C", "C", "C", "C", "C", "C", "C", "C", "C", "C", "C", "C", "C", "C", "C", "C", "C", "C", "C", "C", "C", "C", "C", "C", "C", "C", "C", "C", "C", "C", "C", "C", "C", "C", "C", "C", "C", "C", "C", "C", "C", "C", "C", "C", "C", "C", "C", "C", "C", "C", "C", "C", "C", "C", "H", "H", "H", "H", "H", "H", "H", "H", "H", "H", "H", "H", "H", "H", "H", "H", "H", "H", "H", "H", "H", "H", "H", "H", "H", "H", "H", "H", "H", "H", "H", "H", "H", "H", "H", "H", "H", "H", "H", "H", "H", "H", "H", "H", "H", "H", "H", "H", "H", "H", "H", "H", "H", "H", "H", "H", "H", "H", "H", "H", "H", "H", "H", "H", "H", "H", "H", "H", "H", "H", "H", "H", "H", "H", "H", "H", "H", "H", "H", "H", "H", "H", "H", "H", "H", "H", "H", "H", "H", "H", "H", "H", "H", "H", "H", "H", "H", "H", "H", "H", "H", "H", "H", "H", "H", "H", "H", "H", "H", "H", "H", "H", "H", "H", "H", "H", "H", "H", "H", "H", "H", "H", "H", "H", "H", "H", "H", "H", "H", "H", "H", "H", "H", "H", "H", "H", "H", "H", "H", "H", "H", "H", "H", "H"], "xyz": [[-0.098, 0.413, 1.257], [-1.109, 2.094, -0.487], [-0.482, 0.180, -1.352], [-2.304, 0.197, -0.241], [-0.064, -1.062, 1.251], [1.223, 1.047, 1.124], [-0.936, 1.013, 2.278], [-0.165, 2.709, 6.957], [-2.384, -2.465, 4.593], [0.410, -5.571, -0.731], [5.985, 3.399, 2.107], [-1.395, -2.306, -7.812], [-2.676, 4.319, -7.118], [-1.500, 3.318, -5.053], [-3.005, -3.380, 5.647], [-4.702, 6.950, -5.070], [-0.701, -1.680, -6.626], [-2.514, 2.448, 6.527], [-2.814, -2.955, 3.204], [-2.061, -4.973, -0.244], [4.515, 1.662, 3.027], [0.429, 1.336, 6.583], [1.657, 4.935, 10.579], [2.300, 0.010, 5.428], [-3.119, 5.612, -6.437], [-0.637, -3.614, -8.105], [-1.085, 0.781, -0.297], [-1.799, 2.366, -3.849], [3.855, 2.990, 3.332], [7.563, 5.695, 4.829], [-0.853, -2.433, -5.302], [-3.664, -1.994, -8.748], [-0.242, -7.508, -2.283], [-3.762, -0.743, 3.474], [-2.871, -1.047, 4.701], [6.898, 3.799, 3.310], [0.848, -3.401, -8.421], [1.884, 1.344, 6.049], [-1.383, 4.541, -7.925], [1.543, -4.655, -8.895], [-1.356, -1.340, -8.976], [-4.529, -4.438, -0.115], [-1.515, 2.546, 7.641], [-4.535, -3.335, 5.744], [0.879, 3.446, 7.827], [3.014, -4.438, -9.199], [-3.199, -3.990, -0.566], [-2.760, -0.836, -9.141], [-1.678, 4.359, -9.415], [-0.456, -1.556, -4.089], [-5.068, -3.909, 7.074], [7.965, 3.640, 0.457], [-4.309, 5.522, -5.495], [1.272, -3.816, 4.436], [0.027, -7.052, -0.860], [-0.781, -4.668, -1.062], [8.355, 3.886, -1.030], [7.912, 7.137, 5.118], [1.559, -5.261, -1.695], [4.523, 3.917, 2.272], [-2.610, 3.161, -6.124], [-3.063, 2.724, -3.061], [5.732, 1.892, 2.142], [6.454, 3.857, 0.711], [1.129, 2.821, 9.194], [-0.836, -2.552, 4.697], [-2.900, -2.630, -7.630], [-0.510, -9.024, -2.491], [1.921, -4.001, 0.353], [-3.203, 4.536, -9.544], [-0.256, -3.966, 4.556], [-0.497, 3.517, 5.720], [7.113, 5.348, 3.439], [-6.432, -4.527, 6.889], [-1.813, 2.912, 5.261], [1.043, -5.243, 0.617], [2.137, 3.604, 10.049], [2.355, -4.062, -1.125], [-3.275, -1.742, 2.462], [-3.683, 3.890, -8.205], [-3.221, -3.757, -1.636], [4.013, 3.294, 4.369], [9.426, 3.910, -1.209], [-1.353, 3.346, -9.653], [-1.010, -6.873, -2.731], [2.197, -0.742, 6.210], [3.490, -5.372, -9.492], [1.676, -6.103, 0.834], [4.458, 4.958, 2.580], [3.147, -3.702, -9.992], [1.307, -3.144, -7.463], [4.840, 1.047, 3.866], [-0.163, -3.278, -5.363], [-1.219, -9.389, -1.746], [6.958, 5.309, 5.651], [-3.127, 3.687, -2.556], [1.811, -4.685, 4.062], [-0.479, -3.620, -1.032], [-3.816, 7.420, -4.644], [0.327, -5.067, 1.416], [-2.638, -4.400, 5.540], [1.141, -5.156, -2.694], [2.580, 1.479, 6.877], [-1.462, 1.731, 8.360], [-0.513, -1.958, 3.840], [-1.396, 4.334, -4.670], [1.563, -2.924, 3.881], [-0.656, -4.336, -7.293], [0.923, -7.596, -0.563], [-3.965, 2.484, -3.627], [7.845, 5.738, 2.732], [-0.943, -1.839, -9.854], [-3.614, 3.929, -10.346], [-0.941, -4.818, -2.131], [3.508, -4.064, -8.301], [6.269, 4.931, 0.697], [-2.029, -3.474, 2.664], [-1.140, -0.688, -6.461], [-2.985, 1.466, 6.504], [-2.508, -5.961, -0.353], [-4.799, -5.418, -0.511], [-0.864, -7.286, -0.282], [2.242, 2.915, 10.889], [-7.100, -3.793, 6.424], [3.345, 0.098, 5.135], [0.401, -9.606, -2.376], [2.070, -3.103, -1.556], [0.667, -7.300, -2.852], [-2.280, 3.722, 4.701], [0.582, -1.246, -4.205], [0.361, 0.771, 7.512], [-4.692, 4.276, -8.062], [3.787, 1.039, 2.504], [1.753, -0.282, 4.530], [-5.597, 7.082, -4.467], [-4.801, -0.906, 3.769], [-3.318, 3.134, 6.797], [-1.011, 5.064, -9.911], [0.146, 2.729, 9.659], [0.670, 4.915, 11.039], [-2.019, -0.360, 4.701], [6.473, 3.308, 4.184], [-0.657, -0.509, -8.872], [-2.349, 2.242, -6.650], [1.711, 3.598, 7.142], [-3.292, -2.129, -6.743], [-3.837, -2.771, -9.495], [8.370, 2.724, 0.901], [8.563, 4.252, 1.140], [-4.936, 7.531, -5.966], [7.121, 7.705, 5.605], [-1.869, -4.783, 0.814], [-4.140, -1.977, 1.839], [8.306, 7.615, 4.219], [-3.300, 6.338, -7.231], [-1.576, 2.111, 4.560], [-3.185, 2.007, -2.245], [-5.272, -3.721, -0.462], [-0.577, 3.876, -7.618], [-0.936, 2.244, -3.196], [6.210, 5.926, 3.221], [0.260, -1.315, -6.987], [-3.282, -0.721, 5.657], [-6.485, -5.310, 6.131], [-0.553, 3.045, -5.520], [-4.452, -4.727, 7.458], [5.556, 1.539, 1.128], [-6.866, -4.822, 7.841], [-1.102, -0.685, -3.965], [7.713, 4.697, -1.374], [-4.995, -3.945, 4.966], [8.736, 7.185, 5.831], [-1.861, -2.835, -5.216], [-3.132, -3.686, -7.509], [6.651, 1.459, 2.535], [-3.742, -3.516, 3.299], [-0.629, -2.106, 5.669], [8.488, 5.111, 4.902], [2.409, 5.312, 11.274], [5.846, 3.354, -0.038], [-3.771, 0.293, 3.141], [3.437, -4.161, -1.185], [-5.040, -3.177, 7.882], [-1.162, -3.909, -9.014], [2.219, -6.127, -1.715], [0.354, 3.384, 5.057], [-4.933, -2.324, 5.646], [-3.902, 5.062, -4.590], [1.615, -3.721, 5.468], [-4.546, -4.514, 0.974], [7.814, 3.277, 3.038], [-3.762, 2.812, -8.337], [-2.989, 0.042, -8.532], [-3.502, 5.582, -9.522], [-0.714, -4.560, 3.765], [4.024, 3.709, 1.327], [-0.522, -4.487, 5.476], [-0.615, 4.515, 6.140], [-2.886, -3.023, -0.161], [-1.002, -9.150, -3.453], [2.769, 3.003, 3.245], [1.045, -2.561, -9.090], [-1.683, 3.472, 8.191], [-5.109, 4.853, -5.814], [2.783, -3.950, 1.017], [1.506, 1.807, 9.039], [1.022, -5.056, -9.768], [-4.660, -1.731, -8.395], [-2.909, -0.451, -10.151], [-2.474, -1.381, 1.818], [-2.552, -3.073, 6.593], [1.661, 5.766, 9.869], [0.502, 4.445, 8.060], [-2.319, 6.008, -5.811], [-1.089, 5.559, -7.675], [1.942, 2.195, 5.369], [1.340, -3.101, 0.564], [-2.025, 1.412, -4.334], [-3.608, 3.092, -5.699], [-0.286, 0.930, 5.867], [7.985, 3.042, -1.618], [-0.600, -1.988, -3.098], [3.073, 3.735, 9.507], [1.429, -5.424, -8.127]], "lowdin_charge": [0.477, 0.142, 0.085, 0.108, -0.369, -0.337, -0.335, -0.218, -0.171, -0.198, -0.196, -0.178, -0.177, -0.157, -0.103, -0.064, -0.145, -0.135, -0.081, -0.151, -0.166, -0.087, -0.103, -0.069, -0.127, -0.093, -0.637, -0.227, -0.149, -0.284, -0.198, -0.142, -0.238, -0.114, -0.105, -0.049, -0.211, -0.207, -0.082, -0.264, -0.105, -0.097, -0.089, -0.175, -0.111, -0.087, -0.286, -0.143, -0.133, -0.072, -0.254, -0.226, -0.225, -0.072, -0.110, -0.083, -0.061, -0.088, -0.085, -0.060, -0.118, -0.097, -0.087, -0.105, -0.186, -0.098, -0.095, -0.055, -0.141, -0.106, -0.213, -0.073, -0.179, -0.106, -0.131, -0.069, -0.234, -0.113, -0.172, -0.088, 0.113, 0.108, 0.088, 0.112, 0.106, 0.086, 0.087, 0.138, 0.124, 0.084, 0.110, 0.105, 0.102, 0.081, 0.115, 0.087, 0.079, 0.132, 0.086, 0.116, 0.133, 0.123, 0.117, 0.138, 0.117, 0.116, 0.067, 0.136, 0.141, 0.074, 0.118, 0.143, 0.127, 0.116, 0.078, 0.134, 0.108, 0.125, 0.103, 0.117, 0.092, 0.130, 0.119, 0.081, 0.061, 0.087, 0.108, 0.097, 0.133, 0.091, 0.128, 0.134, 0.111, 0.072, 0.089, 0.118, 0.131, 0.131, 0.117, 0.086, 0.101, 0.133, 0.138, 0.122, 0.127, 0.129, 0.133, 0.110, 0.098, 0.084, 0.080, 0.096, 0.124, 0.083, 0.142, 0.084, 0.059, 0.091, 0.123, 0.099, 0.111, 0.133, 0.126, 0.083, 0.105, 0.114, 0.135, 0.089, 0.054, 0.078, 0.110, 0.084, 0.108, 0.143, 0.134, 0.124, 0.137, 0.118, 0.087, 0.130, 0.126, 0.122, 0.117, 0.145, 0.140, 0.127, 0.111, 0.088, 0.084, 0.074, 0.122, 0.120, 0.105, 0.122, 0.096, 0.137, 0.110, 0.146, 0.098, 0.084, 0.107, 0.123, 0.146, 0.117, 0.122, 0.107, 0.122, 0.133, 0.135, 0.082, 0.140, 0.073, 0.133, 0.132, 0.133, 0.080, 0.086, 0.085, 0.112, 0.116, 0.074, 0.056, 0.117, 0.117]}